Entry 1:
The following is a quantum chemistry calculation of a cluster of 9 separate species, C38H37N9O10 in total at a distorted geometry, from the Open Molecules 2025 dataset.

```
94
Properties=species:S:1:pos:R:3:forces:R:3
C -22.1472 -2.2202 -1.5036 1.3 -1.9 -1.3
H -22.1729 -8.5909 -4.2312 -0.1 0.3 -0.2
C -17.4645 -4.2316 -9.3117 -0.5 -1.5 1.4
N -20.0364 5.3407 0.0111 1.6 1.8 -0.2
C -21.7325 3.4044 0.2677 0.4 -0.6 0.5
O -23.6152 -6.5643 -4.3223 -1.4 -0.7 -0.7
C -20.3336 -2.3003 3.5738 -0.2 -0.7 -0.2
H -21.3057 2.5799 -0.3032 -0.5 0.0 -0.4
H -18.5217 -0.3607 -0.8707 0.1 0.0 0.2
O -21.3631 -0.3888 -0.3051 0.3 -0.3 -0.3
C -20.2175 -8.1032 -2.4277 0.0 1.0 -2.6
N -24.2135 -5.7855 1.9418 1.7 -1.1 0.0
C -18.4773 0.7147 -0.6984 0.0 0.1 -0.4
H -22.7657 3.6388 0.0113 0.3 0.1 -0.4
H -21.7996 -7.7183 5.4694 0.2 0.0 -0.2
C -24.4201 -10.6109 -6.6532 1.0 0.1 0.5
C -19.6725 -1.0573 3.1576 -1.0 -0.7 0.3
O -25.2594 -5.6511 1.3682 -0.9 0.0 0.4
O -18.9283 0.2199 -8.5374 0.2 -0.5 1.2
H -20.8175 -8.5023 -0.4693 0.1 0.3 0.2
C -18.9458 -9.8677 -3.4399 0.0 0.2 -1.8
H -23.2355 -5.4058 -2.0606 0.0 0.0 -0.2
H -23.6973 -9.0018 6.3139 -0.1 0.2 0.3
N -20.8633 -3.2817 3.8607 0.3 0.4 0.0
H -19.1205 -1.8517 -6.7917 0.1 0.6 -0.4
N -24.4186 -7.1934 -5.0183 -0.8 0.9 -0.5
H -18.5025 -10.2428 -4.3505 0.3 -0.1 0.0
C -23.9894 -8.5322 -5.4608 0.6 -1.8 -0.4
H -25.8710 -8.6735 5.3185 -0.4 0.2 -0.2
H -22.0432 -6.2803 3.4302 0.1 0.2 0.3
C -18.4834 -2.1103 -8.8680 0.4 0.9 -0.7
C -22.9002 -6.7762 3.8616 0.2 -0.7 -0.3
H -26.1722 -7.2428 3.1660 -0.1 -0.3 0.1
H -20.2668 -3.2016 -4.2248 0.1 0.6 0.0
N -19.6427 -7.8966 -4.8149 -1.0 0.5 -2.8
O -20.5048 -7.0442 -5.0569 0.5 -0.3 1.8
C -19.6274 -8.6391 -3.5813 0.5 -0.4 2.6
H -16.9671 -5.0090 -9.8726 0.0 0.5 -0.9
H -25.7731 -8.9702 -6.6509 0.0 0.3 0.1
N -26.1226 1.6408 2.8139 0.4 -0.3 -1.3
O -23.2804 -1.2005 0.1702 -0.3 -0.1 0.4
H -20.6956 -7.1351 -2.4524 0.0 0.1 -0.1
O -23.1492 -5.3624 1.5125 -0.2 0.2 0.3
C -23.8167 -8.2811 5.5184 -1.8 -0.6 -0.5
C -25.3132 1.3175 0.3329 -0.9 0.2 0.8
H -21.4175 -10.6653 -4.9870 0.1 -0.5 -0.2
C -25.2185 -7.3842 3.6525 0.9 0.4 1.9
C -17.8688 -2.9893 -9.7717 -0.1 0.1 0.1
C -19.7025 -10.0794 -1.2305 2.1 -2.6 0.0
H -21.7221 -5.1615 -3.9968 0.5 0.1 -0.2
N -19.9133 1.7845 -2.6072 0.7 -0.4 1.0
C -22.3544 -10.3409 -5.4151 -0.4 -0.2 -0.3
C -22.7562 -9.0913 -4.9901 -1.8 1.0 -0.3
H -25.2393 0.2457 0.1489 0.4 0.3 -0.4
H -18.6113 -1.1526 3.3876 -0.1 0.5 -0.1
H -18.5349 -11.6051 -2.1656 0.3 0.1 -0.3
C -18.6407 -2.4521 -7.5505 -0.6 -0.2 0.9
C -19.2818 1.3443 -1.7413 -0.8 0.4 -1.0
C -18.2972 -3.7269 -7.1298 0.1 -1.2 -0.3
C -20.9857 -3.1854 -3.4190 -1.0 0.5 0.7
H -23.4272 -3.5965 -0.4302 -0.1 0.1 0.0
C -21.7537 -4.3417 -3.2945 -1.1 0.1 1.3
C -24.8084 -9.3195 -6.3139 0.6 0.7 0.9
C -22.6741 -4.4958 -2.2131 1.1 0.8 -0.8
H -19.8946 -0.9054 2.1014 0.3 0.0 0.0
C -23.1641 -11.1252 -6.2576 -1.1 0.8 0.6
C -25.7711 1.4684 1.7230 -0.1 0.5 1.3
C -20.7945 4.5133 0.1388 -1.9 -1.6 0.3
H -18.8679 0.9545 0.2905 0.1 0.0 -0.1
O -25.5314 -6.7680 -5.4178 2.5 -0.9 1.1
H -17.5391 -5.6446 -7.5816 0.2 -0.2 -0.5
H -24.4095 1.9066 0.1772 0.1 -0.5 0.0
H -22.9563 -12.1651 -6.4619 0.4 0.1 -0.2
H -17.4504 1.0616 -0.8131 0.0 -0.1 0.2
N -18.8735 -0.6876 -9.3272 -0.2 -0.2 -1.2
H -20.2156 -0.2968 3.7186 0.6 0.4 0.0
H -25.1520 -11.2189 -7.1641 0.2 -0.1 -0.3
C -18.9483 -10.6130 -2.2716 -1.1 1.1 -0.4
H -20.6816 -1.1264 -2.6645 0.1 0.0 0.0
C -24.1054 -6.6585 3.1681 -0.6 -0.9 1.4
H -17.7291 -2.7374 -10.8126 0.0 0.3 0.1
C -22.7605 -7.6549 4.9804 1.6 2.4 -1.5
H -26.1144 1.7587 -0.2601 0.1 -0.2 -0.3
C -20.2404 -8.8513 -1.3128 -1.6 0.5 2.2
H -18.4724 -4.0992 -6.1312 -0.2 0.5 0.3
O -19.1222 -0.4998 -10.5124 0.4 -1.2 0.3
C -22.8216 -3.4637 -1.3145 0.2 1.3 0.3
C -21.2093 -2.0620 -2.5525 -0.5 -1.6 0.2
C -25.0570 -8.0996 4.9008 -0.4 0.0 -2.0
O -18.8960 -8.2324 -5.7150 0.9 -0.6 0.6
H -19.6802 -10.7376 -0.3746 -0.7 0.5 0.6
N -22.2550 -1.2090 -0.4737 -0.5 0.6 0.0
H -21.7560 3.0217 1.2881 0.1 0.3 0.2
C -17.7629 -4.6723 -7.9951 0.2 2.0 -0.5
```
Positions in Å, forces in eV/Å.

Output
SMILES: O=[N+]([O-])c1ccccc1.O=[N+]([O-])c1ccccc1.O=[N+]([O-])c1ccccc1.O=[N+]([O-])c1ccccc1.O=[N+]([O-])c1ccccc1.CC#N.CC#N.CC#N.CC#N
LUMO energy: -1.31 eV
DFT total energy: -73875.0000 eV
energy above the lowest of the compared OMol25 structures with the same formula, charge and spin: 258.9 kJ/mol
orbital gap: 8.596 eV
charge: 0



Entry 2:
The following is a quantum chemistry calculation of a structure of composition C38H38BiCl5N3P2S2, from the Open Molecules 2025 dataset.

```
89
Properties=species:S:1:pos:R:3:forces:R:3
C -1.9554 1.5110 -3.0391 0.1 0.0 0.1
C 0.2869 2.0896 3.1030 0.1 0.0 -0.2
C -1.3109 -5.1853 -0.9825 0.0 0.0 0.0
H 2.0084 -3.2493 2.5690 0.0 0.0 0.0
H 4.3290 2.2263 4.6350 0.0 0.0 0.0
C 2.1486 1.0439 -0.4704 0.1 0.0 0.1
Cl -1.7680 -1.5935 2.7395 0.1 0.0 -0.1
H 2.7103 3.6106 1.7100 0.0 0.0 0.0
H 2.0361 -5.1903 0.9788 0.0 0.0 0.0
H -0.6809 -5.3879 -1.8483 0.0 0.0 0.0
H 2.5039 1.2272 -2.5822 0.0 0.0 0.0
C 1.8316 -1.1483 -1.4799 0.1 0.1 0.1
C -5.5659 -0.4420 2.4029 0.1 0.0 0.0
H 2.6144 -3.8686 -0.0463 0.0 0.0 0.0
H 0.7373 -2.0172 2.4925 0.1 0.0 -0.1
C 3.1327 2.9855 -1.5627 0.0 0.0 0.0
C 0.6948 -3.5025 0.8798 0.0 0.2 0.0
C -1.6415 -3.6985 -0.8295 0.0 0.1 -0.1
H 3.6044 4.6692 -0.3011 0.0 0.0 0.0
C 1.7300 -4.4385 0.2445 -0.1 0.0 0.1
C 2.1693 1.7603 0.7653 -0.1 -0.2 -0.1
C -4.3470 0.4604 0.5322 -0.1 -0.2 0.0
H -1.8739 -3.1584 -2.9314 0.0 0.0 0.0
H 4.1576 -2.0614 -3.8081 0.0 0.0 0.0
C 2.7007 3.0568 0.7828 0.0 0.0 -0.1
C -2.9545 3.8573 -4.1962 0.0 -0.1 0.0
C -2.2246 3.9058 -3.0191 0.0 0.0 0.0
H 2.9615 3.1271 3.9774 0.0 0.0 0.0
H 1.1191 4.0924 3.3095 0.0 0.0 0.0
Bi -0.7992 0.3750 0.0348 -0.3 -0.1 0.0
H 0.4414 -3.9357 -2.8965 0.0 0.0 0.0
Cl -7.0287 -0.6367 3.2938 0.0 0.0 0.0
H -0.8277 -5.6017 -0.1006 0.1 0.0 0.0
C -5.5418 0.3323 1.2462 0.1 0.0 -0.1
H 3.7831 -0.4249 -2.0362 0.0 0.0 0.0
H 3.4632 3.4695 -2.4747 0.0 0.0 0.0
C -4.3936 -1.0533 2.8337 0.0 0.0 0.0
C 1.1613 -3.1479 -2.7167 0.0 0.0 0.0
H -0.6367 4.0367 3.1362 0.0 0.0 0.0
C -3.9671 2.5216 -6.0137 0.0 0.0 0.0
H 3.6690 -0.9785 2.7714 0.0 0.0 0.0
Cl -4.4138 -2.0033 4.2781 0.0 0.0 0.0
H -0.6557 2.2509 5.0375 0.0 0.0 0.0
C 2.2810 -3.0682 -3.5271 0.0 0.0 -0.1
C 0.9441 -2.2511 -1.6753 0.0 0.0 0.1
H -0.0660 -4.0890 1.4057 0.0 0.0 0.0
H 2.0915 -1.9325 1.3826 0.0 0.0 0.0
S -1.3322 -0.0133 -2.4387 -0.1 0.0 -0.1
P -0.2912 -2.4910 -0.3640 0.1 -0.3 0.1
H 0.2819 0.7689 4.8438 0.0 0.0 0.0
C -2.6964 1.4660 -4.2163 0.0 -0.1 0.0
H -2.8802 -2.2170 -1.8359 0.0 0.0 0.0
H 4.3825 0.3582 1.8625 0.0 0.0 0.0
C 3.0232 -1.1657 -2.2419 0.0 0.0 0.0
C 3.1985 3.6666 -0.3514 0.0 0.0 0.0
H -2.2488 -5.7277 -1.1318 0.0 0.0 0.0
C -3.4488 5.0728 -4.7798 0.0 0.0 0.0
N -4.5855 2.4261 -6.9790 0.0 0.0 0.0
C 0.2615 1.8365 4.6116 0.0 0.0 0.0
H -3.3026 -3.8977 -2.1897 0.0 0.0 0.0
C -3.1565 -0.1472 0.9095 0.0 0.0 0.3
H 1.3747 -4.9552 -0.6411 -0.1 -0.1 -0.1
C 3.6849 2.3410 3.7573 0.0 0.0 0.0
S -0.8129 2.9074 -0.9399 -0.1 0.1 0.1
H -0.6629 1.6947 2.7246 0.0 0.0 -0.1
H -2.2769 -3.6115 0.0599 0.0 0.0 0.1
C 1.4174 -2.6196 1.8944 0.0 -0.1 0.0
H 0.3859 3.7859 1.7269 0.0 0.0 0.0
C 3.2351 -2.0975 -3.2394 0.0 0.0 0.0
H 1.1084 2.3121 5.1102 0.0 0.0 0.0
Cl -4.3829 1.4154 -0.9158 0.1 0.1 -0.1
H 4.3138 2.6737 2.9299 0.0 0.0 0.0
N 1.5380 -0.2040 -0.5250 0.0 -0.1 -0.1
H 2.4290 -3.7720 -4.3363 0.0 0.0 0.0
N -3.8306 6.0528 -5.2451 0.0 0.0 0.0
C -3.2253 -0.8787 2.0888 -0.2 0.2 0.0
C 4.0690 0.0323 2.8582 0.0 0.0 0.1
C 3.0263 1.0009 3.4284 0.0 -0.1 -0.2
C -2.4705 -3.2093 -2.0179 0.0 0.0 0.1
P 1.5410 0.9336 2.2855 0.2 0.2 0.3
H -2.8870 0.5078 -4.6819 0.0 0.0 0.0
C 2.6126 1.7124 -1.6224 0.0 0.0 0.0
Cl -6.9909 1.1098 0.7208 0.0 0.0 0.0
C -3.1990 2.6170 -4.8060 0.0 0.0 0.0
H 2.6391 0.5702 4.3556 0.0 0.0 0.0
H 4.9555 -0.0002 3.4985 0.0 0.0 0.0
C -1.7170 2.7523 -2.4147 0.0 0.0 0.0
C 0.2992 3.5852 2.7936 0.0 0.0 0.1
H -2.0380 4.8629 -2.5505 0.0 0.0 0.0
```
Positions in Å, forces in eV/Å.

Output
LUMO energy: 2.14 eV
DFT total energy: -153196.4104 eV
energy above the lowest of the compared OMol25 structures with the same formula, charge and spin: 58.2 kJ/mol
orbital gap: 6.811 eV
charge: -1



Entry 3:
The following is a quantum chemistry calculation of a structure of composition C38H38BrGeKN5O2S at a distorted geometry, from the Open Molecules 2025 dataset.

```
87
Properties=species:S:1:pos:R:3:forces:R:3
N -8.5536 0.4778 -3.3488 0.0 0.0 0.1
H 2.4209 -4.0128 -0.6230 0.0 -0.1 0.0
H -3.6253 -4.8053 -1.0502 0.0 0.0 0.0
H 5.1907 1.4860 4.0316 0.0 0.0 0.0
H -8.7580 -0.2445 -4.0196 0.0 0.0 0.0
H 2.2325 3.6730 -2.3488 0.0 0.0 0.0
H 3.2404 1.8615 5.5070 0.0 0.0 0.0
C -2.6559 1.6756 -0.7269 -0.5 0.2 0.2
C -6.8547 2.1838 -2.9835 0.0 0.0 0.0
C -0.8224 -2.9230 0.6863 0.2 0.3 -0.2
C -3.5126 2.2271 1.7858 0.0 0.0 0.0
H -6.4728 -1.0297 -3.9865 0.0 0.0 0.0
H 7.8797 -1.0346 -1.9582 0.0 0.0 0.0
H -0.2214 4.7447 -1.2643 0.0 0.0 0.0
H 2.1235 5.6689 -1.0053 0.0 0.0 0.0
C 2.1515 -5.5162 0.8782 0.0 0.0 0.0
C -4.0658 2.8238 0.6643 0.1 0.0 0.0
H 0.8121 -0.4237 2.8235 0.0 0.0 0.0
C -1.4324 -3.9502 1.3788 -0.2 -0.3 0.2
C 2.1045 -4.7306 3.1393 0.0 0.0 0.0
H -5.2281 3.5678 -2.6716 0.0 0.0 0.1
H 1.8567 -6.7962 2.5843 0.0 0.0 0.0
Ge 2.4987 -1.2566 0.5083 0.3 -0.1 0.3
H 7.1828 -3.1368 -0.8545 0.0 0.0 0.0
C -4.8751 0.3695 -3.6683 -0.1 0.0 0.0
C -2.5078 1.3043 1.5265 0.1 0.0 0.0
C 2.2700 4.9921 -0.1598 0.0 -0.1 0.1
C 2.0189 -5.7818 2.2361 0.0 0.0 0.0
C -0.0289 4.0709 -0.4270 0.0 0.1 0.1
C -7.2068 0.8872 -3.3550 0.1 0.0 0.0
C 1.6788 2.8120 0.8714 0.0 0.1 0.0
C 2.3553 -4.2141 0.4441 0.0 0.0 0.0
H 2.4002 -2.6295 3.4153 0.0 0.0 0.0
C 6.0550 -0.0064 -1.4591 0.1 0.0 0.0
C 4.2298 1.0499 3.7770 0.0 0.0 0.1
C 4.8158 -0.1018 -0.8435 -0.1 0.1 0.0
N -1.1550 -2.5815 -0.5628 -0.2 -0.2 0.1
C -5.5229 2.5662 -2.9487 0.0 0.0 -0.1
H 1.0474 0.8817 4.8997 0.0 0.0 0.0
H -0.6381 3.1791 -0.5807 0.0 0.1 0.0
C 1.4621 3.6956 -0.3608 -0.1 0.2 -0.1
C -6.2056 -0.0183 -3.6980 0.0 0.0 0.0
C 4.0944 0.2919 2.6202 0.0 -0.1 0.0
C 2.4581 -3.1344 1.3307 0.0 0.1 -0.1
C -2.1228 -3.2721 -1.1200 0.2 0.4 -0.2
H -7.6330 2.8897 -2.7109 0.0 0.0 0.0
H 1.3772 3.3250 1.7955 0.0 -0.1 0.0
H -9.2091 1.2402 -3.4055 0.0 0.0 -0.1
H 6.3473 0.9171 -1.9470 0.0 0.0 0.0
C 2.8719 -0.2665 2.2463 -0.1 0.0 -0.1
N -2.0797 1.0160 0.3142 0.1 0.0 -0.3
C 3.1388 1.2644 4.6075 0.0 0.0 0.0
H 4.9945 -3.2831 0.2682 0.0 0.0 0.0
C -2.8283 -4.2998 -0.5251 -0.2 -0.3 0.3
N -3.6665 2.5689 -0.5662 0.0 0.0 0.0
C 5.2799 -2.3565 -0.2216 -0.1 0.0 0.1
C 1.9113 0.7130 4.2642 0.0 0.0 0.1
H 2.7324 2.5412 0.9582 0.0 -0.1 0.0
C -2.4650 -4.6526 0.7692 0.2 0.3 -0.2
C 4.3995 -1.2743 -0.1990 -0.2 0.0 -0.2
H 1.9722 5.5203 0.7592 0.0 0.0 0.0
C 2.3270 -3.4329 2.6895 0.0 0.0 0.0
C 1.8051 2.9372 -1.6362 0.2 -0.2 -0.1
H 4.9618 0.1374 1.9873 0.0 0.0 0.0
H -2.0221 0.7614 2.3341 0.0 0.1 0.0
H -0.3590 4.5638 0.5016 0.0 0.0 0.0
K 0.0144 0.5919 -1.6526 2.0 -0.7 0.3
H 4.1344 0.7472 -0.8807 0.0 0.0 0.0
S -2.7924 2.0858 -3.2516 0.1 0.1 0.0
O -2.6920 3.5260 -3.2619 -0.3 -0.1 0.1
H 3.3354 4.7581 -0.0779 0.0 0.0 -0.1
H -2.9817 -5.4534 1.2810 0.0 0.0 0.0
H -0.0152 -2.3399 1.1133 -0.1 -0.1 0.0
H -4.0866 -0.3218 -3.9362 0.0 0.0 0.0
H -4.8743 3.5482 0.7555 0.0 0.0 0.0
Br -2.5434 -2.7803 -2.9194 0.0 -0.1 0.0
H 2.0768 -6.3253 0.1583 0.0 0.0 0.0
C 6.9142 -1.0997 -1.4675 0.0 0.0 0.0
H 1.1065 1.8863 0.7835 0.0 0.0 0.1
H -3.8425 2.4568 2.7888 0.0 0.0 0.0
H -1.0944 -4.2064 2.3740 0.0 0.1 0.0
N -2.1823 1.3762 -1.9471 -1.8 0.6 -0.5
H 1.9961 -4.9236 4.2025 0.0 0.0 0.0
C 6.5188 -2.2773 -0.8482 0.1 0.0 0.0
O -2.2140 1.4010 -4.3877 0.0 -0.2 0.1
C 1.7887 -0.0288 3.0986 0.0 0.0 -0.1
C -4.5361 1.6584 -3.2912 0.3 0.0 0.0
```
Positions in Å, forces in eV/Å.

Output
LUMO energy (alpha / beta): 3.82 / 3.82 eV
DFT total energy: -205285.0065 eV
orbital gap (alpha / beta): 3.645 / 4.284 eV
charge: -2
expectation value of S²: 0.754
2S+1: 2



Entry 4:
The following is a quantum chemistry calculation of a structure of composition C38H38ClN3O7PSTc, from the Open Molecules 2025 dataset.

```
90
Properties=species:S:1:pos:R:3:forces:R:3
C 4.1314 -4.5601 1.0972 0.0 0.0 0.0
C -3.7753 -4.3560 -0.3165 0.0 0.0 0.0
O 1.3218 -1.5397 0.7081 0.2 0.0 -0.6
C -0.0384 4.4042 1.3075 -0.1 0.1 0.0
H 0.9355 -3.7124 1.8606 0.1 0.0 0.0
O 0.0217 2.1169 0.8339 0.1 0.3 0.0
H 6.1940 -1.2342 -0.5850 0.0 0.0 0.0
C 0.2914 -2.1605 -2.1110 0.1 0.0 -0.1
H 1.0541 -2.7572 -1.6081 0.0 0.0 0.0
C 2.7906 2.0062 1.7799 0.0 -0.2 -0.1
H -1.9727 0.4184 5.6586 0.0 0.0 0.0
H 2.4606 -0.6804 -4.2135 0.0 0.0 0.0
C 5.4656 -0.6013 -0.0729 0.0 0.0 0.0
C -2.5179 0.5563 4.7331 0.0 -0.1 0.0
C 0.5139 0.9382 -4.8394 0.0 0.0 0.0
H -4.2261 1.4912 5.6316 0.0 0.0 0.0
H -1.8347 -5.2219 -0.0061 0.0 0.0 0.0
H 0.1577 1.5717 -1.3153 -0.1 0.0 0.0
H -0.2713 -2.8052 -2.7894 0.0 0.0 0.0
C 2.8391 -4.6895 1.5904 0.0 0.0 0.0
Tc 0.6035 0.2213 0.7291 0.3 -0.4 0.6
H -2.5821 2.5634 0.6500 0.0 0.0 0.0
H 4.8471 -5.3654 1.1978 0.0 0.0 0.0
C -2.5771 -1.9327 0.3253 0.3 -0.1 0.1
C 1.8527 -1.5165 -3.8831 0.0 0.0 0.0
O -0.0100 -1.1777 4.7896 0.0 0.5 0.2
O 2.5273 0.9007 1.2716 0.0 0.2 -0.1
H 1.3502 -1.9653 -4.7427 0.0 0.0 0.0
H -0.3843 -1.7595 -1.3706 -0.1 0.0 0.0
H -1.0341 4.4280 0.8827 0.0 0.0 0.0
H -0.7817 -3.0718 0.6108 -0.1 0.0 -0.1
O 0.4877 0.1873 2.8135 0.0 -0.1 -0.2
C -1.8262 -3.1066 0.3282 0.0 0.0 0.0
C -2.6312 0.2552 2.3141 0.2 0.0 0.2
N 0.9916 1.1326 -3.4743 0.0 0.1 0.0
H 3.7916 2.1121 2.2096 0.1 0.0 0.0
C -2.5254 0.7756 -0.5405 0.1 -0.1 0.0
O -0.7786 -1.8696 2.5688 0.1 0.2 0.3
H -4.5263 -1.0726 -0.0160 0.0 0.0 0.0
H 2.5110 -2.2621 -3.4352 0.0 0.0 0.0
C 0.7888 0.1991 -2.5116 0.2 0.0 0.0
C 4.4987 -3.3761 0.4884 0.1 0.0 0.0
C 2.5229 4.3326 2.3798 0.1 -0.1 0.0
H -0.0081 6.4748 1.8216 0.0 0.0 0.0
H -3.1676 0.6793 -3.8786 0.0 0.0 0.0
H -4.4414 0.9685 1.3950 0.0 0.0 0.0
H -2.5546 -0.7944 -2.0131 0.0 0.1 0.0
H -5.5837 -3.2194 -0.5474 0.0 0.0 0.0
C -3.8921 0.8377 2.3184 0.0 0.0 -0.1
C -4.4607 1.2688 3.5120 0.0 0.0 0.1
C -3.7749 1.1458 4.7101 -0.1 0.0 0.0
C 1.9363 -3.6544 1.4496 -0.2 -0.1 0.0
C -3.2184 2.4554 -2.6710 0.0 0.0 0.0
H -3.2299 4.0293 -1.2146 0.0 0.0 0.0
C -3.0303 1.0960 -2.8881 0.0 0.0 0.0
C -2.6875 0.2663 -1.8316 0.0 -0.1 0.0
C 1.2971 2.5072 -3.1087 0.0 0.0 0.0
C 2.2873 -2.4743 0.7919 -0.3 0.2 0.2
O 3.3457 -0.4590 -1.1244 -0.2 0.0 -0.2
H 1.9350 2.5292 -2.2270 0.0 0.0 0.0
P -1.8325 -0.3332 0.7608 -0.7 0.6 -0.3
C -1.9742 0.1055 3.5480 0.0 0.0 -0.3
C 0.5338 5.5371 1.8316 0.0 0.0 0.0
H 0.0182 -0.0239 -4.9325 0.0 0.0 0.0
H -4.2462 -5.3001 -0.5594 0.0 0.0 0.0
H 5.5120 -3.2667 0.1202 0.0 0.0 0.0
C 3.5977 -2.3228 0.3117 0.0 0.2 -0.1
N 0.4812 0.6120 -1.2848 0.1 0.0 0.2
C 4.0644 -1.0781 -0.3665 -0.1 0.0 0.0
H 5.6764 -0.6566 0.9959 0.0 0.0 0.0
Cl 2.5081 6.9428 3.0544 0.0 0.0 0.0
H -3.4951 3.1059 -3.4921 0.0 0.0 0.0
C -2.7164 2.1413 -0.3366 0.0 0.0 0.0
C 1.8231 5.5015 2.3847 -0.1 0.1 0.0
H 0.3899 3.0969 -2.9240 0.0 0.0 0.0
C -3.0661 2.9737 -1.3925 0.0 0.0 0.0
H -0.2093 1.7214 -5.0789 0.0 0.0 0.0
C 1.9555 3.1579 1.8372 0.0 0.0 0.0
H 5.5830 0.4179 -0.4347 0.0 0.0 0.0
C 0.6433 3.1764 1.3150 -0.2 -0.3 0.0
H -5.4512 1.7068 3.4998 0.0 0.0 0.0
H 1.3320 0.9906 -5.5594 0.0 0.0 0.0
N 0.8965 -1.0844 -2.8709 0.0 -0.1 0.1
H 2.5414 -5.5938 2.1061 0.0 0.0 0.0
H 1.8388 2.9718 -3.9307 0.0 0.0 0.0
C -4.5287 -3.1890 -0.3074 0.0 0.0 0.0
H 3.5276 4.2983 2.7870 -0.1 0.0 0.0
C -3.9319 -1.9775 0.0037 0.0 0.0 0.0
C -2.4241 -4.3133 -0.0038 0.0 0.0 0.0
S -0.4567 -0.7915 3.4952 -0.1 -0.7 -0.3
```
Positions in Å, forces in eV/Å.

Output
LUMO energy (alpha / beta): -3.08 / -4.00 eV
DFT total energy: -93667.2865 eV
orbital gap (alpha / beta): 7.535 / 6.869 eV
charge: +1
expectation value of S²: 3.774
2S+1: 4